Entry 1:
Here is a molecular structure, C49H81BCrN10O4S3Si4Te from OMol25. Energies are from ωB97M-V/def2-TZVPD.

Summary:
Energy relative to the best compared isomer or geometry (same formula, charge and spin): 44.7 kcal per mole
<S²>: 6.13

Geometry as ORCA input:
```
! RIJCOSX wB97M-V def2-TZVPD def2/J DEFGRID3
* xyz 0 5
Cr 0.410 0.195 0.352
C -3.518 -1.317 3.600
C -3.759 -1.296 2.123
C -4.999 -1.394 1.601
C -5.206 -1.347 0.197
N -4.193 -1.261 -0.607
N -2.949 -1.185 -0.089
B -1.999 -1.208 -1.299
N -1.994 -0.197 -2.306
N -1.885 -0.695 -3.582
C -1.764 0.156 -4.545
C -1.747 1.564 -4.330
C -1.813 2.057 -3.063
C -1.653 3.515 -2.774
C -1.947 1.144 -1.994
S -1.845 1.541 -0.338
C -1.646 -0.421 -5.950
C -1.656 -1.947 -5.918
C -0.331 0.060 -6.574
C -2.836 0.072 -6.785
N -1.544 -2.588 -1.714
N -2.481 -3.355 -2.312
C -2.127 -4.540 -2.696
C -0.808 -5.031 -2.445
C 0.120 -4.269 -1.834
C 1.499 -4.746 -1.511
C -0.275 -2.926 -1.476
S 0.803 -1.876 -0.725
C -3.153 -5.389 -3.429
C -3.354 -6.709 -2.674
C -4.488 -4.658 -3.534
C -2.620 -5.674 -4.841
C -2.651 -1.144 1.209
S -1.077 -0.908 1.837
C -6.601 -1.378 -0.403
C -7.335 -0.104 0.040
C -6.534 -1.423 -1.927
C -7.345 -2.618 0.110
H -4.461 -1.250 4.139
H -2.869 -0.492 3.894
H -3.006 -2.235 3.894
H -5.849 -1.487 2.266
H -1.606 2.238 -5.165
H -1.485 4.069 -3.697
H -0.807 3.662 -2.099
H -2.532 3.919 -2.270
H -0.820 -2.333 -5.332
H -1.578 -2.328 -6.940
H -2.575 -2.327 -5.468
H 0.522 -0.308 -5.999
H -0.268 1.149 -6.610
H -0.248 -0.314 -7.598
H -3.781 -0.217 -6.319
H -2.797 -0.368 -7.784
H -2.831 1.158 -6.894
H -0.557 -6.046 -2.730
H 1.620 -5.789 -1.804
H 1.696 -4.638 -0.443
H 2.246 -4.137 -2.023
H -3.689 -6.525 -1.651
H -2.439 -7.304 -2.632
H -4.114 -7.310 -3.178
H -4.918 -4.478 -2.547
H -5.184 -5.269 -4.113
H -4.377 -3.690 -4.023
H -1.677 -6.225 -4.819
H -2.456 -4.743 -5.388
H -3.344 -6.275 -5.395
H -6.798 0.786 -0.295
H -7.438 -0.051 1.126
H -8.337 -0.084 -0.394
H -6.029 -0.544 -2.331
H -7.551 -1.458 -2.324
H -5.987 -2.299 -2.279
H -7.475 -2.604 1.194
H -6.810 -3.532 -0.157
H -8.338 -2.663 -0.340
O 0.886 0.533 -2.884
C 1.660 1.120 -2.148
O 1.585 1.232 -0.856
C 2.884 1.796 -2.720
C 3.026 1.889 -4.096
C 4.161 2.467 -4.678
C 5.123 2.930 -3.817
O 6.317 3.522 -4.133
C 6.949 3.826 -2.885
O 6.090 3.383 -1.835
C 4.983 2.843 -2.449
C 3.881 2.284 -1.861
H 2.230 1.495 -4.713
H 4.283 2.541 -5.751
H 7.093 4.904 -2.807
H 7.900 3.298 -2.823
H 3.760 2.214 -0.789
C 5.734 -2.416 0.683
Si 5.562 -2.351 2.535
C 7.240 -2.235 3.343
C 4.676 -3.889 3.113
Si 4.276 -0.510 3.115
Te 2.255 -0.615 1.745
Si 5.415 1.463 2.717
C 6.239 1.349 1.049
C 6.711 1.807 4.019
C 4.189 2.869 2.683
Si 3.531 -0.602 5.306
C 2.647 1.007 5.676
C 2.303 -1.989 5.514
C 4.937 -0.822 6.514
H 6.074 -3.401 0.349
H 6.439 -1.662 0.322
H 4.765 -2.209 0.218
H 7.825 -3.139 3.152
H 7.153 -2.108 4.427
H 7.799 -1.378 2.954
H 5.074 -4.788 2.634
H 3.612 -3.808 2.867
H 4.758 -4.010 4.198
H 7.167 0.770 1.105
H 6.473 2.343 0.657
H 5.585 0.852 0.326
H 7.417 0.976 4.115
H 6.258 1.972 5.002
H 7.277 2.704 3.751
H 3.318 2.591 2.079
H 4.637 3.766 2.244
H 3.833 3.114 3.689
H 2.013 1.278 4.823
H 3.354 1.828 5.834
H 2.016 0.915 6.566
H 1.617 -2.004 4.661
H 1.718 -1.862 6.431
H 2.801 -2.962 5.551
H 5.703 -0.052 6.381
H 5.420 -1.795 6.384
H 4.566 -0.761 7.542
C -2.262 4.950 3.864
C -1.481 4.053 4.819
C -2.112 2.663 4.896
C -0.002 4.003 4.440
N 0.223 3.363 3.144
C 0.209 2.084 2.813
N 0.399 1.990 1.526
N 0.536 3.255 1.054
N 0.436 4.086 2.019
H -3.310 5.010 4.164
H -2.231 4.555 2.845
H -1.857 5.963 3.842
H -1.502 4.494 5.820
H -2.242 2.232 3.899
H -3.101 2.725 5.352
H -1.512 1.971 5.495
H 0.583 3.463 5.184
H 0.402 5.008 4.342
H 0.095 1.255 3.491
*
```

=====

Entry 2:
Here is 2 unconnected molecules or ions with the total composition C4H13NO2 from OMol25. Energies are from ωB97M-V/def2-TZVPD.

Summary:
Energy relative to the best compared isomer or geometry (same formula, charge and spin): 37.8 kcal per mole

Geometry as ORCA input:
```
! RIJCOSX wB97M-V def2-TZVPD def2/J DEFGRID3
* xyz 0 1
C -0.150 2.033 -0.553
N 0.586 0.725 -0.627
C 0.442 -0.216 0.493
C 1.364 0.307 1.703
C -0.986 -0.734 0.860
O -1.108 -1.795 1.732
H 0.262 2.545 -1.359
H -1.174 1.898 -0.824
H -0.127 2.625 0.382
H 1.560 0.975 -0.659
H 0.968 -1.111 0.064
H 1.187 -0.527 2.461
H 2.473 0.514 1.425
H 0.989 1.249 2.120
H -1.351 -1.088 -0.197
H -1.682 0.179 1.115
H -0.941 -1.513 2.627
O -0.228 -0.450 -3.227
H 0.448 -1.086 -3.467
H -0.054 -0.110 -2.361
*
```

=====

Entry 3:
Here is 2 unconnected molecules or ions with the total composition C6H13N from OMol25. Energies are from ωB97M-V/def2-TZVPD.

Summary:
Energy relative to the best compared isomer or geometry (same formula, charge and spin): 34.1 kcal per mole

Geometry as ORCA input:
```
! RIJCOSX wB97M-V def2-TZVPD def2/J DEFGRID3
* xyz 0 1
C -0.255 2.553 0.479
N -0.835 1.637 -0.160
C -1.430 0.562 0.597
C -2.915 0.449 0.226
H -0.151 2.527 1.567
H 0.163 3.396 -0.060
H -0.944 -0.383 0.346
H -1.339 0.674 1.690
H -3.431 -0.198 0.931
H -3.372 1.428 0.312
H -3.020 0.084 -0.789
C 1.525 -2.873 -0.101
C 1.981 -1.896 -0.870
C 2.154 -0.480 -0.382
H 1.395 -3.889 -0.444
H 1.263 -2.698 0.933
H 2.238 -2.121 -1.897
H 1.327 0.146 -0.718
H 2.197 -0.494 0.706
H 3.075 -0.071 -0.782
*
```

=====

Entry 4:
Here is a gas-phase ion, C21H27ClNO2 (charge +1) from OMol25. Energies are from ωB97M-V/def2-TZVPD.

Summary:
Energy relative to the best compared isomer or geometry (same formula, charge and spin): 384.6 kcal per mole

Geometry as ORCA input:
```
! RIJCOSX wB97M-V def2-TZVPD def2/J DEFGRID3
* xyz 1 1
C -4.129 0.999 1.566
C -2.729 1.125 1.166
O -2.379 1.069 -0.418
C -1.125 1.235 -0.735
C 0.038 1.552 0.084
C 1.270 1.371 -0.637
C 2.507 1.793 0.350
N 3.323 0.368 0.204
C 4.620 0.555 0.977
C 4.291 0.304 2.661
C 4.093 -1.070 2.840
C 4.849 -1.722 1.917
C 5.483 -0.858 0.736
C 1.411 1.271 -1.983
C 0.188 1.151 -2.753
C -1.031 0.879 -1.982
O -1.922 0.675 -3.023
C -3.365 0.758 -2.894
C -3.800 -0.638 -1.925
C -2.973 -1.786 -1.932
C -3.197 -2.740 -1.252
C -4.499 -2.811 -0.794
C -5.339 -1.813 -0.707
C -4.979 -0.820 -1.535
Cl -6.154 0.622 -1.359
H -4.285 -0.052 1.314
H -4.253 0.983 2.575
H -4.663 1.625 0.974
H -2.159 0.248 1.709
H -2.283 2.113 1.515
H -0.127 1.305 1.069
H 2.142 2.042 1.308
H 3.062 2.356 -0.127
H 2.667 -0.327 0.783
H 3.453 0.228 -0.765
H 4.970 1.541 0.573
H 5.307 0.620 2.877
H 3.517 1.248 3.079
H 3.083 -1.277 2.989
H 4.366 -1.177 3.815
H 4.165 -2.412 1.155
H 5.624 -2.352 1.991
H 6.280 -0.551 0.879
H 5.265 -0.960 -0.388
H 2.248 1.316 -2.361
H 0.301 1.175 -3.901
H -3.886 0.461 -3.718
H -3.802 1.519 -2.097
H -1.902 -1.523 -2.261
H -2.453 -3.706 -1.295
H -4.694 -3.847 -0.016
H -6.393 -2.063 -0.251
*
```

=====

Number 1: maximum force 3.25 eV/Å. Number 2: maximum force 4.46 eV/Å. Number 3: maximum force 0.81 eV/Å. Number 4: maximum force 16.20 eV/Å.